1.
Molecular formula: C2H2O3
Method: DFT, wB97M-V/def2-TZVPD

Structure (XYZ):
```
7
Properties=species:S:1:pos:R:3:mulliken_spin:R:1
C -1.148 -0.898 -0.121 0.75
C 0.100 -3.018 2.387 0.00
O -0.831 -3.134 1.733 0.01
O 1.027 -2.836 3.134 0.00
O -0.012 -0.791 0.305 0.96
H -1.991 -0.782 0.647 0.16
H -1.542 -0.984 -1.122 0.12
```

The spin multiplicity is 3. The largest force on an atom is 5.669 eV Å⁻¹. For the energy relative to the best compared isomer or geometry (same formula, charge and spin), the calculation gives 0.00 kcal/mol. The total charge is 0. The gap between HOMO and LUMO (spin up / spin down) is 7.57 / 10.21 eV.



2.
Molecular formula: C20H18N7OPt
Method: DFT, wB97M-V/def2-TZVPD

Structure (XYZ):
```
47
Properties=species:S:1:pos:R:3:nbo_charge:R:1
Pt 0.000 -0.262 0.028 0.90
C -4.080 -1.648 0.008 -0.27
C -4.886 -0.500 0.021 -0.14
C -4.266 0.714 0.018 -0.22
C -2.847 0.821 0.019 0.38
N -2.070 -0.317 0.021 -0.50
C -2.717 -1.496 0.002 0.06
N -2.360 2.043 0.011 -0.51
C -1.122 2.464 0.004 0.46
N 0.000 1.659 0.015 -0.56
C 1.122 2.464 0.004 0.46
N 2.360 2.043 0.011 -0.51
C 2.847 0.821 0.019 0.38
C 4.267 0.714 0.018 -0.22
C 4.886 -0.500 0.021 -0.14
C 4.080 -1.648 0.008 -0.27
C 2.717 -1.496 0.002 0.06
N 2.070 -0.317 0.021 -0.50
C 0.708 3.833 -0.009 -0.03
C 1.416 5.032 -0.010 -0.17
C 0.699 6.211 -0.007 -0.19
C -0.699 6.211 -0.007 -0.19
C -1.416 5.032 -0.010 -0.17
C -0.708 3.833 -0.009 -0.03
H -4.510 -2.636 -0.007 0.23
H -5.963 -0.583 0.024 0.23
H -4.817 1.640 0.009 0.24
H -2.101 -2.381 -0.031 0.21
H 4.817 1.640 0.009 0.24
H 5.963 -0.583 0.024 0.23
H 4.510 -2.636 -0.007 0.23
H 2.102 -2.381 -0.031 0.21
H 2.493 5.034 -0.007 0.23
H 1.222 7.156 -0.003 0.23
H -1.222 7.156 -0.003 0.23
H -2.492 5.034 -0.007 0.23
C 0.000 -5.957 -0.752 -0.43
N 0.000 -4.514 -0.835 -0.59
C 0.000 -3.637 0.179 0.80
N 0.000 -4.080 1.446 -0.81
O 0.000 -2.418 -0.090 -0.75
H 0.000 -6.361 -1.760 0.24
H -0.891 -6.323 -0.240 0.21
H 0.891 -6.323 -0.240 0.21
H 0.000 -4.093 -1.752 0.42
H 0.000 -5.057 1.682 0.41
H 0.000 -3.403 2.191 0.43
```

The largest force on an atom is 3.420 eV Å⁻¹. The total charge is +1. The gap between HOMO and LUMO is 6.86 eV.



3.
Molecular formula: C4H9O2
Method: DFT, wB97M-V/def2-TZVPD

Structure (XYZ):
```
15
Properties=species:S:1:pos:R:3:nbo_charge:R:1
C 0.922 -0.556 -0.437 -0.44
C 0.707 0.074 0.926 -0.43
C -0.376 1.182 0.935 -0.05
O -0.915 1.557 -0.305 -0.92
C -0.419 -1.102 -0.919 -0.06
O -0.992 -0.168 -1.836 -0.82
H 1.184 0.274 -1.083 0.23
H 1.687 -1.344 -0.519 0.17
H 1.636 0.481 1.312 0.17
H 0.393 -0.700 1.662 0.17
H 0.030 2.032 1.476 0.12
H -1.305 0.892 1.490 0.11
H -1.106 0.646 -1.193 0.48
H -0.347 -2.074 -1.439 0.14
H -1.099 -1.195 -0.070 0.14
```

The largest force on an atom is 2.570 eV Å⁻¹. For the energy relative to the best compared isomer or geometry (same formula, charge and spin), the calculation gives 52.29 kcal/mol. The total charge is -1. The gap between HOMO and LUMO is 7.53 eV.



4.
Molecular formula: C4H9N2
Method: DFT, wB97M-V/def2-TZVPD

Structure (XYZ):
```
15
Properties=species:S:1:pos:R:3:nbo_charge:R:1
C 0.595 0.234 0.300 0.32
C -1.547 -1.314 -0.087 -0.63
C 3.113 0.183 -0.101 -0.42
C -1.527 0.182 0.447 0.26
N 1.748 0.340 0.237 -0.37
N -2.106 1.187 -0.216 -0.71
H -1.822 -1.095 -1.078 0.22
H -2.380 -1.764 0.375 0.25
H -0.606 -1.784 0.268 0.27
H 3.484 1.054 -0.454 0.24
H 3.568 -0.151 0.803 0.24
H 3.186 -0.575 -0.830 0.24
H -1.176 0.403 1.428 0.23
H -2.189 2.239 0.017 0.46
H -2.343 0.862 -1.109 0.40
```

The largest force on an atom is 3.982 eV Å⁻¹. For the energy relative to the best compared isomer or geometry (same formula, charge and spin), the calculation gives 73.83 kcal/mol. The total charge is +1. The gap between HOMO and LUMO is 11.93 eV.



5.
Molecular formula: C19H19AuCl2FNS6Si
Method: DFT, wB97M-V/def2-TZVPD

Structure (XYZ):
```
50
Properties=species:S:1:pos:R:3:nbo_charge:R:1
Au -0.614 -0.093 -0.876 0.51
C -1.886 -3.014 0.810 -1.14
Si -2.769 -2.330 -0.704 1.83
C -4.571 -2.822 -0.567 -1.14
C -2.004 -3.126 -2.217 -1.13
N -2.565 -0.616 -0.793 -1.22
C -3.531 0.327 -0.448 0.08
C -4.765 0.394 -1.109 -0.23
C -5.742 1.313 -0.762 -0.22
C -5.515 2.230 0.254 -0.24
C -4.299 2.209 0.921 -0.30
C -3.352 1.272 0.567 0.40
F -2.177 1.276 1.255 -0.36
H -1.976 -4.101 0.878 0.23
H -2.302 -2.580 1.722 0.24
H -0.821 -2.766 0.785 0.23
H -4.628 -3.884 -0.314 0.24
H -5.121 -2.673 -1.498 0.23
H -5.085 -2.262 0.217 0.24
H -2.138 -4.211 -2.193 0.23
H -0.931 -2.926 -2.277 0.23
H -2.465 -2.745 -3.130 0.24
H -4.932 -0.298 -1.925 0.21
H -6.681 1.320 -1.300 0.21
H -6.270 2.956 0.525 0.21
H -4.074 2.902 1.721 0.22
Cl 0.757 0.095 2.061 0.07
C 2.200 -0.615 1.448 -0.04
C 3.009 -1.294 2.342 -0.23
C 4.221 -1.813 1.919 -0.16
C 4.637 -1.652 0.610 -0.23
C 3.817 -0.984 -0.285 -0.05
Cl 4.398 -0.790 -1.906 0.04
C 2.576 -0.471 0.107 -0.21
S 1.609 0.375 -1.121 0.24
H 2.688 -1.393 3.369 0.24
H 4.854 -2.337 2.622 0.23
H 5.588 -2.036 0.271 0.24
C 3.801 3.712 2.175 -0.73
S 4.494 2.161 1.549 0.27
C 4.507 2.507 -0.179 -0.38
C 3.441 2.602 -0.998 -0.46
S 1.779 2.357 -0.489 0.22
S 3.771 2.920 -2.680 0.50
C 5.503 2.956 -2.565 -0.59
S 6.496 3.220 -3.827 0.00
S 6.059 2.702 -0.934 0.50
H 3.855 3.648 3.261 0.24
H 2.762 3.818 1.873 0.22
H 4.394 4.559 1.836 0.23
```

The largest force on an atom is 0.067 eV Å⁻¹. For the energy relative to the best compared isomer or geometry (same formula, charge and spin), the calculation gives 0.00 kcal/mol. The total charge is 0. The gap between HOMO and LUMO is 6.35 eV.



6.
Molecular formula: C38H31Cl2FN5O8S6SbZr
Method: DFT, wB97M-V/def2-TZVPD

Structure (XYZ):
```
93
Properties=species:S:1:pos:R:3:mulliken_charge:R:1
Zr 0.983 -0.811 -1.162 -0.15
C 2.140 4.806 4.130 -1.90
C 2.709 3.448 4.511 0.58
C 4.117 3.585 5.071 -1.02
C 4.618 2.241 5.564 -1.06
C 4.482 1.201 4.486 0.95
C 5.267 0.068 4.497 -0.69
C 5.141 -0.885 3.493 -0.04
F 5.932 -1.981 3.565 -0.38
C 4.259 -0.738 2.462 -0.76
C 3.465 0.413 2.427 0.89
C 2.507 0.557 1.322 1.98
O 2.440 -0.361 0.489 -0.45
C 1.730 1.749 1.323 -0.72
C 1.878 2.632 2.345 -0.58
N 2.736 2.504 3.379 0.30
C 3.560 1.377 3.435 -0.88
C 0.752 2.125 0.234 0.08
O 0.161 3.197 0.326 -0.86
O 0.617 1.272 -0.703 0.28
H 2.261 5.476 4.982 0.45
H 1.080 4.771 3.888 0.51
H 2.675 5.228 3.277 0.35
H 2.074 3.008 5.291 0.15
H 4.101 4.314 5.885 0.36
H 4.773 3.973 4.286 0.33
H 4.036 1.941 6.443 0.33
H 5.661 2.304 5.881 0.44
H 5.991 -0.085 5.288 0.47
H 4.147 -1.480 1.684 0.67
H 1.255 3.512 2.308 0.70
N -3.628 -6.536 2.769 -0.63
C -2.666 -5.550 2.484 1.25
C -1.960 -4.936 3.519 -0.89
C -1.003 -3.979 3.239 -0.39
C -0.743 -3.635 1.921 -0.88
C -1.407 -4.269 0.886 -0.01
C -2.370 -5.221 1.165 -0.80
S 0.414 -2.359 1.552 1.69
O 1.366 -2.335 2.638 -0.80
O 0.961 -2.735 0.228 -0.79
N -0.231 -0.938 1.302 -0.06
C -1.522 -0.558 1.504 0.20
N -2.362 -1.283 2.266 -0.41
C -3.616 -0.866 2.322 -0.39
C -4.069 0.279 1.686 -0.85
C -3.099 0.995 0.998 -0.23
N -1.844 0.603 0.905 0.13
H -4.082 -6.402 3.660 0.22
H -4.311 -6.641 2.034 0.23
H -2.173 -5.210 4.547 0.27
H -0.463 -3.479 4.031 0.46
H -1.174 -4.021 -0.137 0.16
H -2.900 -5.701 0.350 0.27
H -4.290 -1.471 2.923 0.39
H -5.100 0.597 1.737 0.40
H -3.333 1.936 0.505 0.45
S 4.822 -0.939 -6.367 -0.73
Sb 2.640 -1.028 -5.698 0.49
S 2.929 -0.145 -2.672 -0.45
S 2.887 -2.099 -1.968 -0.26
S 1.531 0.657 -6.830 -0.71
O 0.020 0.201 -2.941 -0.30
S -1.309 0.931 -2.821 0.50
C -0.993 2.499 -3.597 0.36
C -1.920 3.517 -3.413 -0.57
C -1.704 4.736 -4.033 -0.72
C -0.571 4.918 -4.820 -0.42
C 0.343 3.890 -4.986 -1.00
C 0.144 2.665 -4.364 -0.19
C -2.291 0.184 -4.104 0.50
C -3.586 -0.192 -3.781 -0.30
C -4.353 -0.846 -4.737 -0.65
C -3.808 -1.124 -5.984 -0.46
C -2.502 -0.751 -6.283 -0.64
C -1.726 -0.092 -5.342 -0.25
H -2.791 3.357 -2.788 0.41
H -2.413 5.544 -3.897 0.38
H -0.405 5.871 -5.309 0.37
H 1.211 4.023 -5.618 0.45
H 0.831 1.838 -4.504 0.45
H -3.973 -0.018 -2.784 0.31
H -5.360 -1.162 -4.494 0.38
H -4.402 -1.650 -6.723 0.36
H -2.065 -0.973 -7.249 0.48
H -0.701 0.190 -5.591 -0.06
Cl -2.126 -4.804 -2.769 -0.21
C -1.716 -3.082 -3.055 0.76
Cl -0.067 -2.924 -3.661 0.01
C -1.984 -2.263 -1.764 0.02
O -3.108 -2.327 -1.295 -0.69
O -1.035 -1.516 -1.369 1.20
H -2.392 -2.728 -3.829 -0.10
```

The largest force on an atom is 0.653 eV Å⁻¹. For the energy relative to the best compared isomer or geometry (same formula, charge and spin), the calculation gives 33.18 kcal/mol. The total charge is -2. The gap between HOMO and LUMO is 4.65 eV.



7.
Molecular formula: C8H18Cl4O4P
Method: DFT, wB97M-V/def2-TZVPD

Structure (XYZ):
```
35
Properties=species:S:1:pos:R:3:nbo_charge:R:1
O -0.388 -1.453 0.782 -0.66
C -0.367 -1.489 -0.573 0.83
O 0.513 -2.478 -1.216 -0.79
C -1.333 -0.422 -1.419 -0.82
P -3.202 -0.943 -1.283 1.23
O -2.549 -2.554 -1.568 -0.88
C -3.599 -3.590 -1.293 -0.10
C -4.485 -2.834 -0.093 -0.12
O -4.764 -1.508 -0.738 -0.82
H -0.039 -3.294 -1.479 0.51
H -1.033 -0.328 -2.549 0.21
H -1.269 0.658 -0.959 0.23
H -3.510 -0.842 -2.688 -0.17
H -3.689 0.429 -1.242 -0.18
H -2.913 -0.894 0.151 -0.17
H -2.997 -4.545 -0.984 0.16
H -4.162 -3.750 -2.311 0.17
H -3.700 -2.830 0.779 0.19
H -5.442 -3.427 0.301 0.18
Cl 5.272 -0.032 -0.408 -0.08
C 3.998 0.467 0.734 -0.38
C 2.668 -0.207 0.440 -0.40
Cl 1.942 0.370 -1.080 -0.04
H 3.915 1.558 0.693 0.21
H 4.344 0.189 1.734 0.22
H 1.953 0.018 1.238 0.25
H 2.773 -1.295 0.375 0.24
Cl 3.018 4.998 3.832 -0.06
C 3.437 4.515 2.169 -0.39
C 2.204 4.326 1.299 -0.40
Cl 1.249 2.904 1.787 -0.04
H 4.037 3.602 2.222 0.22
H 4.064 5.312 1.758 0.22
H 2.505 4.164 0.260 0.23
H 1.549 5.203 1.331 0.22
```

The largest force on an atom is 8.218 eV Å⁻¹. The total charge is -1. The gap between HOMO and LUMO is 6.44 eV.



8.
Molecular formula: C22H37BiBrO3SSi
Method: DFT, wB97M-V/def2-TZVPD

Structure (XYZ):
```
66
Properties=species:S:1:pos:R:3:nbo_charge:R:1
C -1.968 -1.272 -3.490 -0.34
C -2.027 -1.909 -2.235 -0.29
C -2.190 -0.919 -1.240 -0.29
H -1.997 -2.979 -2.048 0.21
C -2.212 0.354 -1.851 -0.36
C -2.127 0.150 -3.278 -0.40
H -2.367 0.883 -4.047 0.24
H -1.951 -1.755 -4.460 0.24
H -2.360 -1.118 -0.186 0.22
H -2.397 1.303 -1.345 0.23
Bi 0.449 0.286 -3.067 1.46
Br 1.309 -2.144 -3.184 -0.44
C 2.263 0.397 -6.557 -0.38
C 1.167 1.191 -7.006 -0.37
C 0.186 0.312 -7.570 -0.37
H 1.097 2.278 -6.957 0.18
C 0.679 -1.021 -7.469 -0.35
C 1.953 -0.973 -6.820 -0.36
H 2.598 -1.828 -6.611 0.19
H 3.193 0.771 -6.134 0.19
H -0.759 0.617 -8.023 0.18
H 0.193 -1.914 -7.857 0.18
C 1.463 3.194 2.568 -0.63
C 1.978 1.784 2.803 0.28
C 3.253 1.552 1.995 -0.64
C 2.194 1.556 4.294 -0.62
O 0.978 0.805 2.420 -0.98
Si 0.118 0.430 1.077 2.26
S 1.235 0.869 -0.611 -0.88
O -0.309 -1.163 1.268 -0.96
C 0.487 -2.335 1.602 0.27
C 0.948 -2.966 0.304 -0.63
C 1.710 -2.001 2.440 -0.63
C -0.380 -3.282 2.414 -0.62
O -1.285 1.305 1.157 -0.96
C -2.251 1.225 2.247 0.27
C -3.605 0.850 1.665 -0.62
C -1.844 0.212 3.301 -0.66
C -2.326 2.573 2.944 -0.61
H 2.263 3.895 2.846 0.20
H 0.604 3.392 3.220 0.21
H 1.199 3.359 1.515 0.23
H 4.004 2.305 2.283 0.20
H 3.668 0.557 2.209 0.21
H 3.067 1.651 0.911 0.24
H 1.249 1.729 4.828 0.21
H 2.520 0.526 4.489 0.21
H 2.951 2.245 4.694 0.20
H 1.643 -2.312 -0.241 0.23
H 1.473 -3.897 0.554 0.20
H 0.101 -3.183 -0.354 0.23
H 1.459 -1.457 3.358 0.22
H 2.175 -2.945 2.760 0.20
H 2.476 -1.472 1.861 0.22
H -0.688 -2.826 3.364 0.21
H -1.269 -3.580 1.852 0.21
H 0.203 -4.184 2.646 0.20
H -3.591 -0.174 1.270 0.22
H -4.364 0.892 2.459 0.20
H -3.895 1.549 0.872 0.22
H -0.859 0.447 3.725 0.23
H -2.572 0.252 4.122 0.20
H -1.850 -0.808 2.909 0.23
H -1.373 2.815 3.432 0.21
H -2.587 3.367 2.238 0.21
H -3.101 2.540 3.725 0.20
```

The largest force on an atom is 1.278 eV Å⁻¹. The total charge is -1. The gap between HOMO and LUMO is 4.88 eV.



9.
Molecular formula: C6H11NO
Method: DFT, wB97M-V/def2-TZVPD

Structure (XYZ):
```
19
Properties=species:S:1:pos:R:3:nbo_charge:R:1
C 2.459 1.663 0.786 -0.64
C 2.070 0.396 0.094 -0.18
C 0.843 0.322 -0.438 -0.19
C 0.298 -0.911 -1.008 -0.42
C -1.017 -1.161 -0.239 -0.48
C -2.203 -0.199 -0.590 0.03
N -3.239 0.109 0.027 -0.09
O -3.602 -0.528 1.229 -0.55
H 3.469 1.866 0.873 0.21
H 1.986 1.647 1.769 0.22
H 1.915 2.510 0.316 0.20
H 2.776 -0.354 0.323 0.20
H 0.283 1.250 -0.503 0.20
H 0.911 -1.724 -0.858 0.22
H 0.123 -0.649 -2.057 0.21
H -0.788 -1.143 0.799 0.22
H -1.262 -2.201 -0.533 0.22
H -1.949 0.437 -1.346 0.18
H -3.074 -1.329 1.355 0.45
```

As for the SMILES: C/C=C/CC/C=N\O. The largest force on an atom is 4.169 eV Å⁻¹. For the energy relative to the best compared isomer or geometry (same formula, charge and spin), the calculation gives 90.12 kcal/mol. The total charge is 0. The gap between HOMO and LUMO is 10.12 eV.



10.
Molecular formula: H43O21
Method: DFT, wB97M-V/def2-TZVPD

Structure (XYZ):
```
64
Properties=species:S:1:pos:R:3:nbo_charge:R:1
O -2.531 -0.913 0.824 -0.99
H 0.037 -2.616 2.298 0.52
H -0.346 5.202 -0.068 0.50
O -1.003 1.565 1.123 -0.92
H -0.834 0.631 1.256 0.44
H 2.095 3.485 1.758 0.51
O 2.499 0.349 -1.121 -0.99
H 2.569 0.330 -0.154 0.51
H -3.696 1.941 2.479 0.48
O -5.197 0.281 -1.041 -0.94
H -3.985 0.817 3.309 0.49
H -0.943 -0.342 -1.093 0.57
O 4.646 -1.232 -0.083 -0.99
H 3.706 2.000 -1.942 0.46
H 4.462 -0.291 0.075 0.49
O -3.908 1.004 2.362 -0.96
H 1.364 -1.777 2.070 0.50
H 4.377 -1.028 3.612 0.51
O -2.894 -1.897 -1.566 -1.02
H 5.240 -1.505 0.607 0.49
H -3.215 -2.797 -1.454 0.49
O 2.535 2.840 2.327 -0.97
H -2.818 -1.298 1.641 0.50
H 2.736 -1.832 -1.029 0.50
O -1.864 0.273 4.127 -0.93
H 0.606 -2.274 -3.156 0.44
H -1.217 0.827 4.538 0.47
O 4.217 2.324 -2.694 -0.93
H -0.082 -1.198 0.117 0.58
H 3.876 1.734 -3.370 0.46
O -1.892 -1.531 -4.193 -0.98
H -2.434 -1.496 -3.383 0.50
H -0.092 -1.575 -1.481 0.58
O -2.328 -2.873 3.125 -0.97
H -3.263 -2.846 2.912 0.48
H -2.236 -3.404 3.921 0.50
O 0.122 -3.050 -3.394 -0.94
H -1.452 0.231 3.258 0.46
H -0.538 -2.729 -4.037 0.50
O 4.310 -1.909 3.325 -1.01
H 3.654 -2.580 3.421 0.50
H 1.906 2.591 3.009 0.48
O 0.448 4.673 -0.098 -0.99
H 3.937 1.666 0.233 0.48
H -0.055 1.742 0.996 0.48
O -2.399 2.736 -2.319 -0.94
H -2.548 -1.329 -4.866 0.48
O 0.019 1.285 -2.870 -0.98
H -0.873 1.628 -3.014 0.49
H 0.352 0.715 -3.560 0.48
O 3.804 1.183 1.057 -1.00
H 3.829 1.885 1.769 0.53
H -2.824 -0.007 1.072 0.52
O -0.528 -1.137 -0.720 -0.79
H -4.371 0.696 -0.810 0.46
H -2.915 -1.449 -0.686 0.50
O 1.863 -2.163 -0.825 -0.98
H 1.961 -2.569 0.038 0.49
H -5.078 -0.646 -1.255 0.48
O 0.539 -2.064 1.690 -0.99
H 3.128 -0.134 -1.655 0.48
H 0.969 4.674 -0.894 0.49
H -2.194 2.858 -3.249 0.47
H -3.254 2.325 -2.265 0.48
```

The largest force on an atom is 3.400 eV Å⁻¹. For the energy relative to the best compared isomer or geometry (same formula, charge and spin), the calculation gives 114.93 kcal/mol. The total charge is +1. The gap between HOMO and LUMO is 10.51 eV.